Below is a 7-piece molecular cluster, C46H87BClF13N3O24S overall at a distorted geometry, with properties calculated with ωB97M-V with the def2-TZVPD basis set.

## Properties
F_max (eV/A): 4.8
HOMO (eV): -12.00
Net charge: +1
LUMO energy (hartree): -0.11251
DFT total energy (Ha): -5956.093470

Structure (XYZ):
```
176
Properties=species:S:1:pos:R:3:forces:R:3
C 2.91228 5.00316 -3.20164 1.517 0.202 -0.759
O 2.51215 3.63705 -2.95626 -1.734 0.557 -0.188
C 1.37066 3.54754 -2.09442 0.660 0.206 1.435
C 0.68135 2.07401 -2.09763 1.893 0.798 0.914
C 1.75516 0.95279 -2.46220 0.947 -1.009 -0.751
C 3.09266 0.94508 -1.58164 -0.221 0.109 0.806
C 4.42001 0.72317 -2.44183 -1.716 -0.842 -0.883
F 4.51475 1.60800 -3.54068 0.191 -1.565 2.346
F 4.26870 -0.57620 -3.02752 0.403 2.158 1.000
C 5.75094 0.65220 -1.56619 1.289 -0.765 -1.145
F 6.69030 -0.09727 -2.32702 -1.861 1.106 1.970
F 5.46470 -0.00018 -0.36456 0.634 1.165 -2.086
C 6.45961 2.10061 -1.35831 -1.320 -0.887 -1.949
F 7.12970 2.32369 -2.58267 -1.288 0.185 3.021
F 5.36939 3.00324 -1.21925 2.685 -1.256 -0.011
C 7.41856 2.07840 -0.09435 -0.925 -1.842 2.183
F 8.13123 0.86943 0.04439 -1.871 2.699 -1.046
F 6.58400 2.17664 1.04620 1.499 -0.529 -2.731
S 8.67097 3.46667 0.03205 2.909 2.896 2.465
F 7.85672 4.08427 1.37312 1.280 -0.503 -2.065
F 7.79082 4.51635 -0.89305 1.118 -1.948 0.745
F 9.57783 2.91414 -1.22943 -1.917 0.635 1.677
F 9.56050 2.55360 1.11966 -1.175 1.348 -2.322
F 9.79765 4.67189 0.23424 -1.802 -1.800 -0.450
C 0.32825 1.87313 -0.52450 0.823 1.826 -1.647
N -0.54847 0.66321 -0.41524 -0.167 1.170 1.240
C -1.82622 1.03317 -1.13767 -1.912 -0.033 -0.351
C -2.94556 -0.01720 -0.71587 0.027 -0.461 1.590
O -4.24322 0.58992 -0.44916 1.631 0.055 0.717
C -4.23554 1.17117 0.87458 -0.286 1.218 -0.037
O -5.15679 2.28120 0.82903 0.989 -1.507 1.207
C -5.44411 2.73467 2.18182 -1.322 1.491 0.507
C -5.61614 4.33031 2.06464 -0.133 -0.905 -1.099
O -4.33906 4.93794 1.72543 -0.869 -0.616 -0.062
C -1.60685 1.19034 -2.73803 -0.541 -0.073 0.843
C -2.97746 1.86548 -3.22460 -0.997 1.146 0.045
C -3.19100 3.38119 -2.68842 -1.138 -0.707 0.142
C -4.42308 4.08996 -3.45857 0.351 0.170 1.070
O -5.18861 4.77609 -2.41269 0.164 -0.152 -0.810
C -1.28884 -0.25098 -3.35670 0.400 -0.935 -0.604
C -2.25136 -0.84605 -4.47197 0.247 -1.970 0.591
C -3.72818 -1.25253 -4.04155 -0.375 -0.622 -1.388
Cl -2.18399 0.04041 -6.10380 -0.332 -0.385 1.388
N -0.50675 2.16677 -2.96190 0.344 -0.788 0.828
B -0.24064 2.52554 -4.38649 -0.246 2.159 -1.645
N 0.49447 1.72453 -5.40812 -0.309 0.756 0.254
O -0.70725 3.83374 -4.83236 1.304 -1.569 1.346
H 3.47589 5.00751 -4.20226 -0.898 -0.104 1.442
H 2.05700 5.74130 -3.30131 0.864 -0.968 0.410
H 3.68979 5.29584 -2.41722 -1.307 -0.049 -0.819
H 0.59121 4.37749 -2.26740 0.962 -1.335 -0.080
H 1.76941 3.76679 -1.03058 -0.670 -0.335 -1.218
H 1.29933 -0.09747 -2.33825 0.465 1.551 -0.273
H 2.10819 0.97581 -3.55462 -0.993 0.242 1.526
H 3.15004 1.87590 -0.91612 0.302 -1.177 -1.219
H 3.02355 0.06547 -0.84792 0.429 1.198 -1.101
H 1.24258 1.82978 0.13912 -0.983 -0.414 -1.001
H -0.20245 2.85097 -0.23562 0.156 -1.893 -0.070
H -0.11654 -0.21262 -0.74595 -0.008 0.490 -0.226
H -0.72465 0.52497 0.60257 -0.243 -0.142 -0.830
H -2.15088 2.02189 -0.65296 0.618 -1.360 -0.995
H -3.04919 -0.91705 -1.39220 -0.109 1.400 0.560
H -2.62056 -0.44293 0.30849 -0.167 0.266 -1.481
H -3.21573 1.62126 1.14695 -0.905 -0.674 -0.462
H -4.49581 0.42931 1.69559 0.013 0.549 -1.140
H -4.64304 2.43565 2.93335 -0.805 0.519 -1.030
H -6.45868 2.34202 2.55116 1.450 0.170 -0.639
H -6.30200 4.52702 1.16774 0.598 -0.473 1.332
H -6.11528 4.79113 2.97073 1.073 -0.539 -0.887
H -4.20656 4.68328 0.78889 -0.056 0.324 0.702
H -3.91095 1.32026 -2.83386 1.632 0.477 -0.518
H -3.11426 1.92310 -4.34732 0.668 -0.436 1.175
H -2.26301 4.01987 -2.75764 -1.138 -0.864 0.195
H -3.56438 3.26929 -1.60588 0.671 0.520 -1.442
H -4.02740 4.88465 -4.16425 -0.507 -1.265 0.429
H -5.11816 3.33113 -3.93721 1.089 0.830 0.217
H -5.92433 5.27569 -2.81945 0.631 -0.434 0.176
H -1.24284 -1.05900 -2.53123 -0.351 1.066 -1.113
H -0.24177 -0.33362 -3.82782 -1.583 0.762 0.692
H -1.76642 -1.85551 -4.74391 -0.629 1.623 0.396
H -4.46995 -0.40053 -3.97347 1.062 -0.976 0.238
H -3.75349 -1.95406 -3.13213 0.234 1.315 -1.143
H -4.12085 -1.91399 -4.89898 0.539 1.011 1.236
H 1.41837 2.18689 -5.51733 -0.511 -0.456 0.144
H 0.04570 1.87560 -6.33064 0.335 -0.113 0.690
H -0.55234 4.49282 -4.11990 -0.733 -0.623 -0.560
C -3.61131 -5.22929 3.47444 0.296 -0.018 0.095
C -3.78586 -5.03953 1.98026 -0.553 -0.423 0.506
O -2.75841 -4.18859 1.45724 0.607 0.015 -0.503
C -1.58006 -4.78691 1.20625 -0.339 -0.315 0.356
O -1.32163 -5.95380 1.37839 -0.101 0.719 -0.237
O -0.72995 -3.85307 0.74573 -0.246 0.018 -0.037
C 0.58666 -4.34558 0.48672 0.452 -0.183 -0.093
H -3.55460 -4.26236 3.98041 -0.157 -0.033 -0.062
H -4.44376 -5.79929 3.89096 0.036 0.052 -0.054
H -2.68329 -5.76054 3.69714 -0.117 -0.062 -0.078
H -4.73904 -4.54420 1.78483 0.257 0.194 -0.152
H -3.80753 -5.99654 1.45297 0.236 0.121 0.017
H 0.56104 -5.21260 -0.17581 -0.033 0.020 0.177
H 1.08473 -4.59386 1.42586 -0.077 -0.121 -0.114
H 1.14966 -3.55208 -0.00623 -0.239 0.069 0.065
C 8.61333 1.41865 3.47968 -0.157 -0.285 0.037
C 9.22933 1.01238 4.80403 0.084 0.559 -0.289
O 8.66018 -0.21595 5.27309 0.187 -0.422 0.118
C 9.17386 -1.33154 4.73619 -0.146 0.167 -0.010
O 10.05470 -1.38444 3.91442 -0.220 -0.034 0.231
O 8.52495 -2.38271 5.26079 0.157 0.295 -0.035
C 8.94180 -3.64101 4.73336 0.075 -0.436 -0.079
H 7.52341 1.45220 3.55784 0.060 0.128 0.148
H 8.97632 2.39769 3.17111 -0.058 -0.092 0.239
H 8.85504 0.69708 2.69623 0.137 0.061 0.104
H 9.00667 1.77004 5.55809 -0.134 -0.291 0.098
H 10.31755 0.93752 4.73454 -0.135 -0.218 -0.043
H 10.02267 -3.76601 4.81781 -0.103 0.113 -0.133
H 8.62413 -3.73442 3.69282 0.179 0.043 0.038
H 8.45756 -4.42422 5.31666 -0.082 0.278 0.074
C 0.73884 -9.71043 -0.62214 0.314 -0.013 -0.022
C 0.00744 -9.11110 -1.80745 -0.228 -0.529 0.441
O 0.80293 -8.09453 -2.43198 0.105 0.155 -0.402
C 1.74067 -8.53608 -3.28357 0.013 -0.054 0.164
O 1.96143 -9.68689 -3.56199 -0.075 0.370 0.028
O 2.40379 -7.47073 -3.76106 -0.283 -0.146 0.114
C 3.47203 -7.80456 -4.64701 0.372 -0.018 -0.310
H 1.05630 -8.92628 0.06982 -0.174 -0.016 0.003
H 0.09798 -10.41559 -0.08938 0.009 0.066 -0.045
H 1.64047 -10.23715 -0.94263 -0.143 -0.039 -0.050
H -0.90788 -8.62766 -1.46415 0.222 0.189 -0.158
H -0.28527 -9.87837 -2.52840 0.209 0.139 -0.043
H 3.12570 -8.44670 -5.45862 0.030 -0.050 0.197
H 4.28028 -8.28661 -4.09362 -0.124 -0.099 -0.103
H 3.85016 -6.87755 -5.07816 -0.208 0.038 0.208
C 5.14970 3.16554 8.51467 0.287 0.014 -0.114
C 4.02725 3.64224 7.61341 -0.067 -0.454 0.527
O 4.46249 4.73557 6.79570 0.010 0.031 -0.529
C 5.14872 4.39681 5.69598 0.042 0.130 0.298
O 5.42035 3.27468 5.34416 -0.117 0.273 -0.029
O 5.49738 5.52498 5.05913 -0.219 -0.277 0.141
C 6.28396 5.30677 3.88984 0.263 0.055 -0.373
H 5.55781 3.99811 9.09253 -0.163 -0.041 0.036
H 4.79230 2.39732 9.20315 -0.009 0.062 -0.043
H 5.97302 2.74918 7.92987 -0.140 -0.059 -0.001
H 3.20229 4.01550 8.22352 0.107 0.250 -0.204
H 3.63169 2.82857 6.99989 0.192 0.139 -0.105
H 5.79453 4.60673 3.20986 0.105 -0.060 0.165
H 7.27498 4.94287 4.16844 -0.126 -0.123 -0.083
H 6.39641 6.26232 3.37757 -0.131 0.021 0.270
C -11.61608 7.01208 6.09895 0.289 0.001 0.114
C -11.77357 7.18756 4.60097 -0.479 -0.320 0.405
O -10.74738 8.04113 4.07942 0.396 -0.113 -0.352
C -9.56811 7.45072 3.84639 -0.214 0.191 0.188
O -9.30533 6.28717 4.03137 0.007 0.262 -0.136
O -8.72018 8.38265 3.38499 -0.258 -0.241 0.022
C -7.40370 7.89316 3.14362 0.437 -0.026 -0.100
H -11.57147 7.98366 6.59672 -0.149 -0.037 -0.072
H -12.45031 6.44057 6.51051 0.027 0.051 -0.054
H -10.68758 6.48845 6.33759 -0.107 -0.056 -0.083
H -12.72639 7.67627 4.38859 0.254 0.186 -0.129
H -11.78258 6.22546 4.08246 0.226 0.122 0.020
H -7.42139 7.01922 2.48958 -0.051 0.015 0.169
H -6.91383 7.65562 4.09030 -0.059 -0.129 -0.103
H -6.83738 8.68186 2.64857 -0.275 0.078 0.087
C -5.15651 -9.39643 -6.63690 0.209 0.236 0.013
C -5.69515 -9.90241 -5.31279 -0.362 -0.081 -0.625
O -4.70730 -9.77685 -4.28178 0.033 0.308 0.482
C -4.60068 -8.56203 -3.72910 -0.003 -0.259 -0.309
O -5.25276 -7.58897 -4.01694 0.197 -0.191 0.189
O -3.62664 -8.60911 -2.80580 -0.199 -0.025 -0.076
C -3.37273 -7.35872 -2.17198 0.096 0.317 0.223
H -4.21403 -9.89170 -6.88247 -0.136 -0.103 -0.001
H -5.87296 -9.57890 -7.44014 0.032 -0.021 0.071
H -4.95170 -8.32427 -6.59367 -0.136 -0.057 0.022
H -5.92889 -10.96552 -5.39577 0.228 0.049 0.253
H -6.61930 -9.39049 -5.03295 0.224 0.093 0.096
H -4.28846 -6.93434 -1.75549 0.037 0.000 -0.194
H -2.91537 -6.66657 -2.88248 -0.161 0.025 0.039
H -2.67181 -7.52938 -1.35506 -0.089 -0.214 -0.137
```
Positions in Å, forces in eV/Å.